No. 1
Molecular formula: C25H52NO16P3S7
Method: DFT, ωB97M-V/def2-TZVPD

The charge is 0. The calculation puts the molar mass at 940.1 g/mol. As for the SMILES: O=[PH2]P(N=C=S)P(=O)(O)O.O=S1(=O)CCCC1.O=S1(=O)CCCC1.O=S1(=O)CCCC1.O=S1(=O)CCCC1.O=S1(=O)CCCC1.O=S1(=O)CCCC1. The calculation puts the gap between HOMO and LUMO at 8.22 eV. The calculation puts the HOMO energy at -9.57 eV.

Last columns: bonded neighbours and bond lengths (Å).
CARTESIAN COORDINATES (ANGSTROEM)
1 O 2.917 -3.087 1.806  P2 1.553
2 P 3.076 -2.102 2.995  O1 1.553, P3 2.209, H11 1.451, H12 1.431
3 P 1.263 -0.852 3.166  P2 2.209, N4 1.790, P7 2.176
4 N 1.471 0.340 1.847  P3 1.790, C5 1.301
5 C 1.710 1.501 2.382  N4 1.301, S6 1.659
6 S 1.368 2.930 3.154  C5 1.659
7 P -0.523 -2.002 2.693  P3 2.176, O8 1.547, O9 1.718, O10 1.689
8 O -0.970 -1.541 1.286  P7 1.547
9 O -1.811 -1.677 3.783  P7 1.718, H13 0.991
10 O -0.311 -3.677 2.658  P7 1.689, H14 0.983
11 H 4.133 -1.152 2.701  P2 1.451
12 H 3.267 -2.751 4.255  P2 1.431
13 H -1.689 -0.722 4.016  O9 0.991
14 H 0.637 -3.937 2.688  O10 0.983
15 O -1.980 2.757 6.312  S16 1.445
16 S -1.247 3.970 6.023  O15 1.445, O17 1.447, C18 1.783, C21 1.790
17 O 0.157 4.117 6.340  S16 1.447
18 C -1.498 4.386 4.308  S16 1.783, C19 1.523, H22 1.093, H23 1.093
19 C -2.754 5.247 4.310  C18 1.523, C20 1.531, H24 1.092, H25 1.095
20 C -2.607 6.195 5.503  C19 1.531, C21 1.531, H26 1.095, H27 1.092
21 C -2.152 5.357 6.701  S16 1.790, C20 1.531, H28 1.090, H29 1.091
22 H -1.597 3.473 3.714  C18 1.093
23 H -0.629 4.959 3.973  C18 1.093
24 H -2.867 5.792 3.370  C19 1.092
25 H -3.639 4.617 4.445  C19 1.095
26 H -1.851 6.953 5.275  C20 1.095
27 H -3.540 6.719 5.720  C20 1.092
28 H -1.500 5.925 7.365  C21 1.090
29 H -3.003 4.965 7.261  C21 1.091
30 O 3.349 2.785 -0.747  S31 1.445
31 S 3.592 2.043 -1.963  O30 1.445, O32 1.447, C33 1.785, C36 1.790
32 O 4.870 2.071 -2.643  S31 1.447
33 C 3.118 0.344 -1.694  S31 1.785, C34 1.523, H37 1.090, H38 1.092
34 C 1.640 0.301 -2.064  C33 1.523, C35 1.530, H39 1.091, H40 1.095
35 C 1.509 1.129 -3.344  C34 1.530, C36 1.531, H41 1.095, H42 1.092
36 C 2.293 2.427 -3.134  S31 1.790, C35 1.531, H43 1.091, H44 1.091
37 H 3.309 0.064 -0.659  C33 1.090
38 H 3.710 -0.278 -2.369  C33 1.092
39 H 1.292 -0.723 -2.207  C34 1.091
40 H 1.042 0.755 -1.268  C34 1.095
41 H 1.937 0.572 -4.184  C35 1.095
42 H 0.465 1.335 -3.587  C35 1.092
43 H 2.739 2.784 -4.064  C36 1.091
44 H 1.666 3.207 -2.699  C36 1.091
45 O 4.702 6.565 -5.725  S46 1.445
46 S 5.356 6.974 -4.503  O45 1.445, O47 1.446, C48 1.784, C51 1.790
47 O 5.054 8.227 -3.850  S46 1.446
48 C 5.211 5.652 -3.313  S46 1.784, C49 1.523, H52 1.089, H53 1.092
49 C 6.429 4.776 -3.572  C48 1.523, C50 1.530, H54 1.091, H55 1.094
50 C 7.599 5.742 -3.776  C49 1.530, C51 1.530, H56 1.095, H57 1.092
51 C 7.126 6.840 -4.732  S46 1.790, C50 1.530, H58 1.090, H59 1.091
52 H 4.267 5.126 -3.454  C48 1.089
53 H 5.250 6.094 -2.316  C48 1.092
54 H 6.611 4.088 -2.746  C49 1.091
55 H 6.278 4.182 -4.479  C49 1.094
56 H 7.877 6.185 -2.815  C50 1.095
57 H 8.481 5.231 -4.169  C50 1.092
58 H 7.593 7.799 -4.506  C51 1.090
59 H 7.313 6.572 -5.773  C51 1.091
60 O -0.689 -3.488 -3.924  S61 1.446
61 S -1.775 -2.947 -3.137  O60 1.446, O62 1.447, C63 1.785, C66 1.789
62 O -2.065 -1.529 -3.098  S61 1.447
63 C -3.269 -3.831 -3.551  S61 1.785, C64 1.524, H67 1.090, H68 1.092
64 C -3.281 -5.017 -2.594  C63 1.524, C65 1.530, H69 1.092, H70 1.093
65 C -2.857 -4.457 -1.235  C64 1.530, C66 1.530, H71 1.095, H72 1.089
66 C -1.634 -3.568 -1.466  S61 1.789, C65 1.530, H73 1.091, H74 1.091
67 H -3.249 -4.124 -4.600  C63 1.090
68 H -4.113 -3.164 -3.362  C63 1.092
69 H -4.266 -5.486 -2.550  C64 1.092
70 H -2.562 -5.771 -2.923  C64 1.093
71 H -3.674 -3.859 -0.816  C65 1.095
72 H -2.636 -5.252 -0.523  C65 1.089
73 H -1.609 -2.729 -0.769  C66 1.091
74 H -0.706 -4.138 -1.394  C66 1.091
75 O -2.241 3.382 0.096  S76 1.444
76 S -2.923 2.532 1.045  O75 1.444, O77 1.448, C78 1.784, C81 1.789
77 O -2.397 2.280 2.371  S76 1.448
78 C -4.613 3.086 1.190  S76 1.784, C79 1.523, H82 1.090, H83 1.092
79 C -5.354 2.319 0.102  C78 1.523, C80 1.531, H84 1.092, H85 1.095
80 C -4.817 0.887 0.164  C79 1.531, C81 1.530, H86 1.095, H87 1.092
81 C -3.292 0.971 0.251  S76 1.789, C80 1.530, H88 1.091, H89 1.091
82 H -4.662 4.167 1.064  C78 1.090
83 H -4.971 2.806 2.183  C78 1.092
84 H -6.434 2.354 0.252  C79 1.092
85 H -5.134 2.753 -0.878  C79 1.095
86 H -5.210 0.389 1.057  C80 1.095
87 H -5.130 0.300 -0.702  C80 1.092
88 H -2.875 0.156 0.845  C81 1.091
89 H -2.834 0.980 -0.739  C81 1.091
90 O -1.508 -9.522 -2.081  S91 1.444
91 S -1.600 -8.587 -0.986  O90 1.444, O92 1.447, C93 1.784, C96 1.790
92 O -2.286 -7.319 -1.110  S91 1.447
93 C -2.235 -9.449 0.443  S91 1.784, C94 1.523, H97 1.089, H98 1.092
94 C -0.993 -10.001 1.131  C93 1.523, C95 1.530, H99 1.092, H100 1.095
95 C 0.042 -8.874 1.088  C94 1.530, C96 1.530, H101 1.095, H102 1.092
96 C 0.043 -8.307 -0.334  S91 1.790, C95 1.530, H103 1.090, H104 1.091
97 H -2.933 -10.224 0.129  C93 1.089
98 H -2.743 -8.717 1.075  C93 1.092
99 H -1.209 -10.314 2.154  C94 1.092
100 H -0.616 -10.870 0.583  C94 1.095
101 H -0.244 -8.090 1.797  C95 1.095
102 H 1.035 -9.227 1.372  C95 1.092
103 H 0.257 -7.238 -0.340  C96 1.090
104 H 0.754 -8.832 -0.973  C96 1.091

Mulliken atomic charge list, values in e, 2 entries: number 1, O, carries -0.584; number 2, P, carries 0.246

=====

No. 2
Molecular formula: C25H53Cl4O14P
Method: DFT, ωB97M-V/def2-TZVPD

The charge is 0. The calculation puts the molar mass at 750.5 g/mol. As for the SMILES: COP(=O)(OC)OC.CCOC(C)=O.CCOC(C)=O.CCOC(C)=O.CCOC(C)=O.CCOC(C)=O.ClCCl.ClCCl. For the relative energy (zero: lowest compared OMol25 entry of this formula, charge and spin), the calculation gives 3.909 eV. The calculation puts the gap between HOMO and LUMO at 10.46 eV. The calculation puts the HOMO energy at -10.05 eV.

Last columns: bonded neighbours and bond lengths (Å).
CARTESIAN COORDINATES (ANGSTROEM)
1 C 1.535 5.162 2.238  O2 1.425, H9 1.090, H10 1.090, H11 1.090
2 O 0.749 6.166 1.602  C1 1.425, P3 1.636
3 P 1.652 7.207 0.719  O2 1.636, O4 1.513, O5 1.586, O7 1.636
4 O 2.529 6.642 -0.377  P3 1.513
5 O 2.527 8.017 1.764  P3 1.586, C6 1.396
6 C 3.653 8.691 1.288  O5 1.396, H12 1.090, H13 1.090, H14 1.090
7 O 0.506 8.276 0.249  P3 1.636, C8 1.428
8 C -0.137 9.129 1.197  O7 1.428, H15 1.090, H16 1.090, H17 1.090
9 H 2.053 4.576 1.479  C1 1.090
10 H 0.729 4.534 2.618  C1 1.090
11 H 2.051 5.523 3.128  C1 1.090
12 H 4.574 8.249 1.669  C6 1.090
13 H 3.512 9.708 1.654  C6 1.090
14 H 3.786 8.710 0.207  C6 1.090
15 H 0.576 9.891 1.511  C8 1.090
16 H -0.524 8.592 2.063  C8 1.090
17 H -0.977 9.544 0.640  C8 1.090
18 C 1.001 -4.297 0.191  C19 1.494, H24 1.090, H25 1.090, H26 1.090
19 C 1.103 -5.644 -0.447  C18 1.494, O20 1.443, H27 1.090, H28 1.090
20 O 2.346 -6.267 -0.061  C19 1.443, C21 1.356
21 C 2.334 -7.615 -0.208  O20 1.356, C22 1.485, O23 1.254
22 C 3.647 -8.274 -0.422  C21 1.485, H29 1.090, H30 1.090, H31 1.090
23 O 1.271 -8.275 -0.289  C21 1.254
24 H -0.057 -4.043 0.260  C18 1.090
25 H 1.481 -3.477 -0.343  C18 1.090
26 H 1.470 -4.353 1.174  C18 1.090
27 H 0.223 -6.224 -0.171  C19 1.090
28 H 1.200 -5.548 -1.529  C19 1.090
29 H 3.647 -8.892 -1.320  C22 1.090
30 H 3.683 -8.923 0.453  C22 1.090
31 H 4.462 -7.554 -0.488  C22 1.090
32 C -6.361 1.136 3.840  C33 1.488, H38 1.090, H39 1.090, H40 1.090
33 C -6.070 -0.234 4.342  C32 1.488, O34 1.450, H41 1.090, H42 1.090
34 O -5.935 -1.174 3.246  C33 1.450, C35 1.332
35 C -5.226 -2.278 3.475  O34 1.332, C36 1.513, O37 1.210
36 C -4.754 -3.062 2.271  C35 1.513, H43 1.090, H44 1.090, H45 1.090
37 O -4.797 -2.529 4.579  C35 1.210
38 H -7.255 1.330 3.247  C32 1.090
39 H -5.652 1.473 3.084  C32 1.090
40 H -6.193 1.870 4.628  C32 1.090
41 H -5.126 -0.183 4.883  C33 1.090
42 H -6.974 -0.512 4.884  C33 1.090
43 H -3.684 -3.072 2.064  C36 1.090
44 H -5.403 -2.884 1.414  C36 1.090
45 H -5.023 -4.026 2.704  C36 1.090
46 C -1.895 -2.999 -5.852  C47 1.492, H52 1.090, H53 1.090, H54 1.090
47 C -2.831 -3.653 -4.892  C46 1.492, O48 1.398, H55 1.090, H56 1.090
48 O -2.255 -3.636 -3.619  C47 1.398, C49 1.357
49 C -2.875 -3.003 -2.591  O48 1.357, C50 1.481, O51 1.217
50 C -1.954 -2.915 -1.435  C49 1.481, H57 1.090, H58 1.090, H59 1.090
51 O -4.005 -2.553 -2.611  C49 1.217
52 H -2.346 -3.015 -6.845  C46 1.090
53 H -0.966 -3.561 -5.763  C46 1.090
54 H -1.688 -1.945 -5.667  C46 1.090
55 H -3.761 -3.090 -4.977  C47 1.090
56 H -2.969 -4.708 -5.132  C47 1.090
57 H -1.545 -1.954 -1.122  C50 1.090
58 H -1.045 -3.512 -1.513  C50 1.090
59 H -2.423 -3.248 -0.509  C50 1.090
60 C 6.130 -0.173 -5.185  C61 1.576, H66 1.090, H67 1.090, H68 1.090
61 C 5.277 -0.213 -3.860  C60 1.576, O62 1.385, H69 1.090, H70 1.090
62 O 5.253 0.983 -3.163  C61 1.385, C63 1.345
63 C 4.585 1.106 -2.001  O62 1.345, C64 1.523, O65 1.231
64 C 4.801 2.489 -1.401  C63 1.523, H71 1.090, H72 1.090, H73 1.090
65 O 3.862 0.284 -1.438  C63 1.231
66 H 5.964 0.762 -5.720  C60 1.090
67 H 5.783 -0.887 -5.932  C60 1.090
68 H 7.205 -0.217 -5.013  C60 1.090
69 H 4.221 -0.402 -4.050  C61 1.090
70 H 5.790 -0.801 -3.098  C61 1.090
71 H 4.431 2.585 -0.380  C64 1.090
72 H 4.243 3.240 -1.961  C64 1.090
73 H 5.855 2.759 -1.473  C64 1.090
74 C -2.271 2.158 2.125  C75 1.483, H80 1.090, H81 1.090, H82 1.090
75 C -1.149 1.452 2.788  C74 1.483, O76 1.449, H83 1.090, H84 1.090
76 O -0.215 0.794 1.896  C75 1.449, C77 1.315
77 C -0.465 -0.300 1.212  O76 1.315, C78 1.531, O79 1.236
78 C 0.530 -0.497 0.066  C77 1.531, H85 1.090, H86 1.090, H87 1.090
79 O -1.341 -1.125 1.496  C77 1.236
80 H -1.966 3.203 2.065  C74 1.090
81 H -3.252 2.234 2.594  C74 1.090
82 H -2.422 1.911 1.074  C74 1.090
83 H -0.594 2.205 3.348  C75 1.090
84 H -1.611 0.687 3.413  C75 1.090
85 H 0.008 -0.347 -0.880  C78 1.090
86 H 0.770 -1.519 -0.227  C78 1.090
87 H 1.511 -0.023 0.074  C78 1.090
88 Cl 3.372 -3.590 3.099  C89 1.783
89 C 2.926 -1.919 2.661  Cl88 1.783, Cl90 1.758, H91 1.090, H92 1.090
90 Cl 4.283 -1.150 1.850  C89 1.758
91 H 2.103 -1.889 1.948  C89 1.090
92 H 2.862 -1.331 3.576  C89 1.090
93 Cl -3.224 1.512 -2.449  C94 1.842
94 C -4.489 1.139 -1.164  Cl93 1.842, Cl95 1.759, H96 1.090, H97 1.090
95 Cl -4.834 2.527 -0.142  C94 1.759
96 H -5.352 0.801 -1.739  C94 1.090
97 H -4.182 0.263 -0.592  C94 1.090

Mulliken atomic charge list, values in e, 2 entries: number 1, C, carries -0.419; number 2, O, carries -0.231